(1)
This record from the Open Molecules 2025 dataset describes a molecular structure, C6H6BO4Sn. The level of theory is wB97M-V/def2-TZVPD.

Element x y z (Å)
Sn1 -0.489 -0.528 -2.113
B1 1.432 0.440 -2.714
H1 0.464 0.845 -2.461
H2 1.388 -0.045 -3.677
H3 2.136 1.257 -2.741
H4 1.572 -0.346 -1.988
C1 -1.573 -1.198 1.439
C2 -1.248 -0.430 2.547
C3 -0.240 0.717 2.390
O1 0.246 1.367 3.411
C4 0.412 1.047 1.218
C5 0.193 0.199 0.057
C6 -0.905 -1.057 0.172
O2 -1.077 -1.801 -0.818
O3 0.807 0.294 -1.031
O4 -1.976 -0.592 3.624
H5 -2.354 -1.934 1.559
H6 1.213 1.766 1.126

Output
Orbital gap, eV: 6.9132
Charge: -1
Maximum force, eV Å⁻¹: 14.27
LUMO level, eV: 2.10
HOMO energy, eV: -4.815
E_tot, eV: -21006.76111

***

(2)
This record from the Open Molecules 2025 dataset describes C6H6Br2F2 in the gas phase. The level of theory is wB97M-V/def2-TZVPD.

Element x y z (Å)
C1 1.211 1.672 0.113
C2 0.256 0.585 -0.417
C3 -1.168 0.539 0.215
Br1 -2.141 2.071 0.343
C4 -1.613 -0.719 0.370
Br2 -3.453 -1.183 0.686
C5 -0.495 -1.754 -0.012
C6 0.678 -0.870 -0.109
F1 1.467 -1.019 0.911
F2 1.599 -1.234 -1.181
H1 0.734 2.627 0.346
H2 2.074 1.769 -0.571
H3 1.653 1.531 1.084
H4 0.212 0.628 -1.550
H5 -0.408 -2.559 0.839
H6 -0.606 -2.083 -1.065

Output
Orbital gap, eV: 9.9632
Maximum force, eV Å⁻¹: 3.65
LUMO level, eV: 0.59
Energy relative to the best compared isomer or geometry (same formula, charge and spin), kJ/mol: 0.0
HOMO energy, eV: -9.374
E_tot, eV: -151838.39337

***

(3)
This record from the Open Molecules 2025 dataset describes a molecular structure, C6H6BrNO. The level of theory is wB97M-V/def2-TZVPD.

Element x y z (Å)
C1 -1.406 0.322 -1.473
C2 -0.321 -0.475 -1.075
C3 -1.962 1.196 -0.537
C4 -0.556 0.519 1.072
C5 0.176 -0.241 0.152
C6 1.569 -0.823 0.525
N1 -1.587 1.237 0.715
O1 1.883 -0.910 1.864
Br1 2.637 0.594 -0.173
H1 -2.032 0.142 -2.435
H2 0.125 -1.062 -1.891
H3 -2.902 1.849 -0.695
H4 -0.108 0.673 2.031
H5 1.782 -1.600 -0.167
H6 2.701 -1.421 2.088

Output
Orbital gap, eV: 9.8103
Maximum force, eV Å⁻¹: 3.50
LUMO level, eV: 0.49
Energy relative to the best compared isomer or geometry (same formula, charge and spin), kJ/mol: 23.9
HOMO energy, eV: -9.317
E_tot, eV: -79898.08911

***

(4)
This record from the Open Molecules 2025 dataset describes C6H6BrNO in the gas phase. The level of theory is wB97M-V/def2-TZVPD.

Element x y z (Å)
O1 0.676 2.083 1.613
C1 -0.366 2.176 1.031
Br1 -1.609 3.684 1.461
C2 -1.079 0.949 -0.170
N1 -0.338 -0.189 -0.267
C3 0.481 -0.481 -1.276
C4 1.259 -1.549 -1.051
C5 0.759 -2.125 0.156
C6 -0.078 -1.213 0.693
H1 -2.092 0.915 0.332
H2 -0.907 1.600 -1.059
H3 0.771 0.177 -1.997
H4 1.942 -1.929 -1.801
H5 1.347 -2.853 0.707
H6 -0.766 -1.245 1.628

Output
Orbital gap, eV: 9.2399
Maximum force, eV Å⁻¹: 4.85
LUMO level, eV: 0.34
Energy relative to the best compared isomer or geometry (same formula, charge and spin), kJ/mol: 111.3
HOMO energy, eV: -8.904
E_tot, eV: -79897.18315

***

(5)
This record from the Open Molecules 2025 dataset describes a molecular structure, C6H6CeCl2O4Pm. The level of theory is wB97M-V/def2-TZVPD.

Element x y z (Å)
Pm1 0.547 -0.099 -4.771
Ce1 -0.297 0.359 -0.087
Cl1 -0.826 1.865 -4.007
Cl2 1.170 -0.369 -2.221
C1 -1.146 -1.749 0.027
C2 0.098 1.158 -7.057
C3 0.542 -1.186 -7.334
O1 -1.268 -2.862 0.358
O2 -0.196 1.561 -8.105
O3 0.423 -1.423 -8.458
C4 -0.958 0.951 4.375
C5 0.025 0.216 3.558
C6 1.173 -0.400 4.243
O4 -0.060 0.216 2.269
H1 -0.630 0.974 5.435
H2 -1.960 0.483 4.365
H3 -1.085 2.002 4.062
H4 1.198 -1.494 4.127
H5 2.144 -0.008 3.894
H6 1.107 -0.196 5.328

Output
Orbital gap (spin up / spin down), eV: 7.7762 / 7.8943
Charge: +4
Maximum force, eV Å⁻¹: 11.24
LUMO level (spin up / spin down), eV: -16.25 / -16.14
Expectation value of S²: 8.758
Energy relative to the best compared isomer or geometry (same formula, charge and spin), kJ/mol: 0.0
HOMO energy (spin up / spin down), eV: -24.027 / -24.038
2S+1: 6
E_tot, eV: -68992.97805

***

(6)
This record from the Open Molecules 2025 dataset describes a molecular structure, C6H6Cl2CoN2O3PmS. The level of theory is wB97M-V/def2-TZVPD.

Element x y z (Å)
Pm1 0.128 -0.571 -3.980
Co1 -0.036 0.041 -1.318
Cl1 -1.474 1.150 -2.824
Cl2 2.020 -0.589 -2.200
C1 -0.869 -1.458 -0.887
C2 0.084 0.563 -6.493
C3 0.404 -1.711 -6.654
O1 -1.274 -2.228 -0.113
O2 -0.102 0.963 -7.558
O3 0.470 -2.002 -7.779
S1 -0.427 1.226 0.400
C4 -0.218 0.709 2.028
N1 0.954 0.306 2.528
C5 0.939 0.154 3.988
C6 -0.508 0.429 4.348
N2 -1.110 0.774 3.051
H1 1.778 0.276 1.948
H2 1.628 0.852 4.508
H3 1.245 -0.872 4.224
H4 -0.645 1.237 5.081
H5 -0.983 -0.471 4.753
H6 -2.004 1.221 2.946

Output
Orbital gap (spin up / spin down), eV: 8.0015 / 6.2472
Charge: +4
Maximum force, eV Å⁻¹: 9.42
LUMO level (spin up / spin down), eV: -16.10 / -17.94
Expectation value of S²: 20.066
HOMO energy (spin up / spin down), eV: -24.101 / -24.191
2S+1: 9
E_tot, eV: -105456.58359

***

(7)
This record from the Open Molecules 2025 dataset describes a molecular structure, C6H6Cl2DyLaO4. The level of theory is wB97M-V/def2-TZVPD.

Element x y z (Å)
La1 0.317 0.688 -6.082
Dy1 -0.055 0.336 0.451
Cl1 -0.780 2.972 -5.863
Cl2 1.740 -0.977 -0.422
C1 -1.057 -1.814 1.076
C2 -0.230 1.294 -8.240
C3 0.559 -1.024 -7.757
O1 -1.311 -2.769 1.700
O2 -0.451 1.272 -9.387
O3 0.544 -1.550 -8.801
C4 1.173 -0.525 4.457
C5 0.095 0.221 3.802
C6 -1.033 0.825 4.511
O4 0.133 0.326 2.516
H1 1.058 -0.455 5.548
H2 2.179 -0.155 4.191
H3 1.117 -1.592 4.185
H4 -1.163 1.887 4.260
H5 -1.964 0.300 4.264
H6 -0.871 0.739 5.592

Output
Orbital gap (spin up / spin down), eV: 8.1170 / 8.1577
Charge: +4
Maximum force, eV Å⁻¹: 10.65
LUMO level (spin up / spin down), eV: -15.17 / -15.17
Expectation value of S²: 9.350
HOMO energy (spin up / spin down), eV: -23.287 / -23.327
2S+1: 6
E_tot, eV: -64453.42534